{
  "formula": "C34H46Cl2CuN5O4P2S",
  "method": "ωB97M-V/def2-TZVPD",
  "orbital_gap_ha": [0.3070, 0.2426],
  "homo_energy_ev": [-10.4316, -10.6736],
  "charge": 1,
  "lumo_energy_ha": [-0.0763, -0.1497],
  "spin_multiplicity": 2,
  "e_above_lowest_ev": 0.2472,
  "symbols": ["Cu", "N", "C", "C", "C", "C", "C", "C", "P", "C", "C", "C", "C", "C", "C", "C", "C", "C", "C", "C", "C", "H", "H", "H", "H", "H", "H", "H", "H", "H", "H", "H", "H", "H", "H", "H", "H", "C", "C", "C", "C", "C", "C", "O", "N", "C", "O", "N", "C", "O", "H", "H", "H", "H", "H", "H", "H", "H", "H", "H", "H", "C", "N", "C", "C", "N", "C", "S", "H", "H", "H", "H", "H", "H", "H", "H", "Cl", "C", "Cl", "H", "H", "C", "P", "C", "C", "O", "H", "H", "H", "H", "H", "H", "H", "H", "H"],
  "xyz": [[-0.26236, 0.38813, 0.04728], [-1.85558, 1.31945, -0.71223], [-3.11432, 0.77758, -0.30079], [-4.23594, 1.59328, -0.19523], [-5.47265, 1.04100, 0.09020], [-5.59641, -0.33567, 0.22315], [-4.47405, -1.14357, 0.15015], [-3.20588, -0.58867, -0.03274], [-1.61535, -1.56049, 0.05622], [-2.20100, -3.01604, -0.89485], [-1.98320, -4.31684, -0.45015], [-2.54264, -5.38354, -1.13658], [-3.29996, -5.16415, -2.27901], [-3.47499, -3.87546, -2.75908], [-2.92484, -2.80397, -2.07050], [-1.57039, -2.22466, 1.76201], [-2.67207, -2.86193, 2.32786], [-2.60314, -3.37219, 3.61499], [-1.42957, -3.26399, 4.34641], [-0.32398, -2.64377, 3.78400], [-0.39522, -2.12346, 2.50138], [-1.63530, 2.23673, -0.29252], [-1.76299, 1.37477, -1.72119], [-4.13673, 2.65954, -0.36303], [-6.34040, 1.68010, 0.18118], [-6.56884, -0.77639, 0.39890], [-4.59308, -2.21515, 0.22798], [-1.37944, -4.49651, 0.42807], [-2.40025, -6.38916, -0.76394], [-3.76400, -5.99666, -2.79074], [-4.05852, -3.69084, -3.65145], [-3.07825, -1.79162, -2.42784], [-3.58406, -2.98478, 1.76341], [-3.46191, -3.87867, 4.03612], [-1.37284, -3.67493, 5.34582], [0.60139, -2.56557, 4.34092], [0.46999, -1.64352, 2.07167], [2.11309, 4.86049, 2.13555], [1.50867, 5.39744, 0.83776], [1.55732, 4.35991, -0.29095], [1.08560, 4.96944, -1.65522], [-0.25053, 5.70627, -1.60215], [2.98973, 3.94681, -0.55094], [3.93425, 4.69323, -0.48759], [3.13963, 2.64610, -0.98242], [2.19370, 1.63961, -0.91295], [2.46057, 0.52389, -1.33747], [0.98374, 1.92902, -0.35551], [0.63159, 3.19216, 0.00938], [-0.47997, 3.42222, 0.48966], [1.99779, 5.59531, 2.93128], [3.17572, 4.65901, 2.00750], [1.61966, 3.93393, 2.44265], [2.06888, 6.27412, 0.51042], [0.46974, 5.67824, 1.00047], [1.03637, 4.16068, -2.39089], [1.86533, 5.66465, -1.97145], [-1.01231, 5.12014, -1.09230], [-0.58884, 5.91188, -2.61754], [-0.15005, 6.65870, -1.08459], [4.07828, 2.37668, -1.24135], [3.75421, -2.19936, -1.72044], [2.52305, -2.22802, -2.47542], [2.46485, -1.74652, -3.85200], [0.99627, -1.97617, -4.21780], [0.37272, -2.06285, -2.89819], [1.29844, -2.30481, -1.94682], [0.97851, -2.66263, -0.33030], [4.53449, -2.73123, -2.26357], [3.58464, -2.68089, -0.76108], [4.05890, -1.16619, -1.55109], [3.15672, -2.29615, -4.48808], [2.72558, -0.68357, -3.87443], [0.85895, -2.90540, -4.77654], [0.57412, -1.15306, -4.79065], [-0.57342, -2.38707, -2.78867], [2.81738, -0.52180, 1.76128], [4.42894, 0.02762, 1.28505], [4.76879, 1.65303, 1.90268], [4.44613, 0.06401, 0.20208], [5.16096, -0.66060, 1.69004], [-0.67155, 1.07145, 4.78659], [-1.59252, 1.32879, 3.25068], [-1.87680, 3.10907, 3.13520], [-3.21234, 0.56388, 3.55197], [-0.90031, 0.73001, 2.06516], [-1.26330, 1.40404, 5.63954], [0.27074, 1.61796, 4.75621], [-0.46508, 0.00668, 4.88510], [-2.36741, 3.46203, 4.04216], [-2.49570, 3.32733, 2.26656], [-0.91985, 3.61217, 3.00599], [-3.83920, 1.22267, 4.15272], [-3.06257, -0.37943, 4.07712], [-3.70491, 0.35967, 2.60111]],
  "mulliken_charge": [-1.4401, 0.0793, -0.2876, -0.4844, -0.8072, -0.9373, -0.2869, -0.0981, 2.0003, 0.5847, -0.6806, -0.7102, -0.6221, -0.9024, -0.2521, 1.1872, -0.2327, -0.8549, -0.6916, -0.5664, -0.0852, 0.6896, 0.2144, 0.6026, 0.4311, 0.4590, 0.4187, 0.5597, 0.4466, 0.4104, 0.4744, 0.4928, 0.1520, 0.4556, 0.4010, 0.5414, -0.6937, -1.2549, -1.2121, 2.6554, -0.9392, -1.2731, -0.3758, -0.6237, 0.3735, -0.4873, -0.4083, 0.3709, -0.1675, -0.6793, 0.4495, 0.3751, 0.1988, 0.4678, 0.4814, 0.3483, 0.4980, 0.2372, 0.4204, 0.3346, 0.3477, -0.8980, 0.0054, -0.5130, -0.7338, 0.2440, 0.5623, -0.1976, 0.3620, 0.3205, 0.2081, 0.4346, 0.1894, 0.3612, 0.3812, 0.0673, -0.0553, -0.0052, -0.1404, -0.3204, 0.5024, -1.2676, 0.9292, -1.0796, -0.7423, -0.4208, 0.4236, 0.3559, 0.2493, 0.5423, 0.2423, 0.1545, 0.4765, 0.2877, -0.0307]
}

=====

{
  "formula": "C4H8FN2O2S2",
  "method": "ωB97M-V/def2-TZVPD",
  "orbital_gap_ha": 0.2881,
  "homo_energy_ev": -11.8862,
  "charge": 1,
  "lumo_energy_ha": -0.1487,
  "symbols": ["C", "C", "C", "C", "N", "N", "O", "O", "F", "S", "S", "H", "H", "H", "H", "H", "H", "H", "H"],
  "xyz": [[0.62457, 1.14125, 0.13167], [-0.24046, 0.09049, 0.27288], [3.07391, 0.19051, -0.20675], [-3.33557, -0.07283, -1.01371], [0.00004, -1.17078, 0.25044], [4.33608, -0.27557, -0.21902], [-2.64375, 0.40439, 1.47943], [-2.04956, 2.08939, -0.03817], [-1.07856, -2.01150, 0.55908], [2.25744, 1.03630, 0.90589], [-2.05930, 0.69419, 0.01164], [0.29294, 2.16216, -0.15224], [2.33655, -0.07949, -0.95896], [-4.20850, 0.54124, -0.92192], [-3.29829, -0.21299, -2.08180], [-3.60949, -0.93304, -0.44397], [4.57954, -0.89145, -0.95927], [-2.45897, -0.51886, 1.80212], [5.06331, 0.06902, 0.44570]],
  "mulliken_charge": [-0.8252, 0.6915, 0.2350, -0.9365, -0.5189, -0.3344, -0.4592, -0.5815, -0.2147, -0.0447, 1.1778, 0.4712, 0.2936, 0.4237, 0.3529, 0.3401, 0.2562, 0.4138, 0.2592]
}

=====

{
  "formula": "C15H25BIO4P2Re",
  "method": "ωB97M-V/def2-TZVPD",
  "orbital_gap_ha": [0.2600, 0.2221],
  "homo_energy_ev": [-18.9338, -19.0022],
  "charge": 3,
  "lumo_energy_ha": [-0.4358, -0.4762],
  "spin_multiplicity": 4,
  "symbols": ["C", "C", "H", "H", "H", "O", "I", "Re", "P", "C", "C", "H", "H", "H", "H", "H", "H", "C", "H", "H", "H", "P", "C", "C", "H", "H", "H", "C", "H", "H", "H", "H", "H", "H", "C", "O", "O", "B", "O", "C", "C", "C", "C", "C", "C", "H", "H", "H", "H"],
  "xyz": [[0.23901, -1.01288, -4.04384], [0.22974, 0.07150, -3.01988], [0.25955, -0.57166, -5.06246], [-0.66790, -1.63092, -3.97528], [1.12331, -1.66417, -3.95655], [0.30573, 1.25950, -3.29083], [0.49024, -1.97211, 1.53473], [0.16545, -0.32362, -0.82456], [2.51314, -0.57701, -0.95892], [3.37560, 0.94539, -0.40577], [3.31541, -1.84118, 0.14305], [4.35042, -2.06678, -0.15060], [4.49381, -0.99208, -2.32974], [2.71497, -2.75944, 0.09029], [3.09196, -1.93855, -2.90075], [3.02705, 1.23193, 0.59605], [3.29497, -1.46721, 1.17601], [3.40780, -0.95728, -2.51839], [4.45952, 0.75657, -0.38113], [3.20814, -0.19357, -3.28318], [3.16389, 1.76530, -1.10590], [-2.15145, -0.41702, -0.96650], [-2.95350, 1.20860, -0.61436], [-2.95166, -0.80123, -2.55182], [-2.25830, -2.63477, 0.03714], [-3.86745, -1.94690, -0.19604], [-2.81580, -1.37206, 1.15944], [-2.84726, -1.71816, 0.12458], [-2.65635, -1.79349, -2.92463], [-4.04718, -0.78985, -2.41391], [-4.03590, 1.03866, -0.62051], [-2.69230, 1.92314, -1.40452], [-2.68558, -0.05182, -3.31319], [-2.63665, 1.61782, 0.35176], [0.25576, 1.59344, -0.79732], [0.35042, 2.75258, -0.84953], [-1.53712, 0.30789, 1.79706], [-0.25057, 0.44032, 1.11519], [0.39431, 1.60433, 1.70347], [-0.24248, 1.75747, 2.89718], [0.44734, 2.07646, 4.04077], [-0.09101, 1.64088, 5.24309], [-1.27134, 0.91925, 5.29365], [-1.96654, 0.55973, 4.14147], [-1.39528, 0.96626, 2.94660], [1.38052, 2.58303, 3.87610], [0.46834, 1.90478, 6.14101], [-1.63244, 0.59783, 6.27949], [-2.87233, -0.02888, 4.17198]],
  "mulliken_charge": [-1.0947, 0.3109, 0.4563, 0.2562, 0.2368, -0.1928, 0.0347, 0.6482, 1.0690, -1.3298, -1.4811, 0.4547, 0.4933, 0.4102, 0.4217, 0.2761, 0.4284, -1.3990, 0.4914, 0.3840, 0.4004, 1.0446, -1.2004, -1.2586, 0.4002, 0.4891, 0.1993, -1.1843, 0.4002, 0.5047, 0.5537, 0.4058, 0.4059, 0.1323, -0.3075, -0.2498, 0.4866, 0.8347, -0.2571, 0.7413, -0.9318, -0.4851, -0.3809, -1.1556, 0.5445, 0.5519, 0.4605, 0.4474, 0.5332]
}

=====

{
  "formula": "C10H36MnN16O10",
  "method": "ωB97M-V/def2-TZVPD",
  "orbital_gap_ha": [0.3142, 0.3085],
  "homo_energy_ev": [-8.8879, -8.9849],
  "lumo_energy_ha": [-0.0124, -0.0217],
  "spin_multiplicity": 6,
  "e_above_lowest_ev": 0.0000,
  "symbols": ["Mn", "O", "C", "C", "O", "H", "H", "H", "H", "C", "O", "N", "N", "H", "H", "H", "H", "C", "O", "N", "N", "H", "H", "H", "H", "C", "O", "N", "N", "H", "H", "H", "H", "C", "O", "N", "N", "H", "H", "H", "H", "C", "O", "N", "N", "H", "H", "H", "H", "C", "O", "N", "N", "H", "H", "H", "H", "C", "O", "N", "N", "H", "H", "H", "H", "C", "O", "N", "N", "H", "H", "H", "H"],
  "xyz": [[22.25411, -39.73371, 29.97320], [21.84233, -37.67399, 30.15724], [20.90754, -37.58111, 31.20142], [20.93551, -38.67580, 32.33485], [21.48784, -39.90293, 31.96799], [19.85394, -37.43536, 30.90680], [21.01623, -36.61799, 31.72535], [19.91602, -38.65555, 32.73300], [21.53347, -38.24763, 33.15070], [19.38772, -39.91974, 28.50232], [20.41341, -40.44209, 28.95076], [18.27778, -40.63510, 28.16966], [19.16679, -38.58216, 28.52491], [18.26161, -41.63837, 28.09984], [17.69291, -40.15646, 27.50452], [20.01673, -38.12753, 28.85521], [18.42347, -38.15388, 28.00978], [22.85944, -34.09332, 29.72341], [23.14930, -32.99976, 29.26401], [23.08827, -34.52706, 31.00466], [22.37559, -35.15283, 28.99608], [22.91736, -35.49265, 31.22363], [23.56233, -34.01235, 31.72460], [22.01404, -34.96034, 28.07823], [22.13947, -36.00799, 29.48651], [24.77785, -39.71071, 31.73284], [24.18459, -39.63838, 30.63598], [26.09500, -39.45171, 31.88478], [24.15371, -40.14359, 32.83431], [26.64620, -39.13360, 31.10922], [26.49763, -39.76287, 32.74929], [24.63812, -40.11513, 33.71348], [23.15132, -40.34305, 32.76990], [19.82745, -37.57450, 36.00617], [20.51405, -36.61298, 35.61729], [19.97337, -38.79956, 35.49655], [18.76268, -37.39121, 36.80934], [20.65209, -38.78858, 34.75376], [19.58159, -39.66324, 35.82441], [18.65530, -36.53601, 37.32206], [18.09584, -38.13008, 36.94589], [19.87188, -33.37290, 32.82247], [19.88753, -34.23612, 33.68616], [19.84891, -32.02515, 33.12322], [19.90979, -33.63080, 31.48971], [20.16137, -31.83493, 34.05824], [19.30728, -31.37936, 32.58136], [20.11205, -34.57251, 31.20567], [20.10701, -32.84788, 30.89260], [16.14186, -38.36358, 32.67456], [15.70407, -39.06502, 33.57255], [15.45064, -37.77661, 31.66132], [17.43907, -37.90543, 32.67245], [14.47697, -38.02893, 31.61646], [15.84424, -37.11111, 31.03015], [18.05079, -38.17675, 33.42279], [17.77631, -37.36534, 31.90079], [23.65811, -38.67746, 36.19217], [24.04683, -39.81380, 36.46560], [23.04206, -37.89496, 37.10733], [23.71899, -38.12583, 34.95094], [22.62197, -36.99355, 36.94967], [22.99044, -38.22232, 38.05599], [24.02576, -38.83748, 34.29410], [22.98326, -37.49929, 34.66061], [19.21108, -42.25276, 33.54050], [18.54949, -43.08348, 34.16332], [20.54337, -42.30061, 33.31510], [18.60891, -41.24313, 32.84741], [21.18807, -42.80265, 33.89619], [20.89180, -41.62301, 32.64455], [19.18118, -40.50904, 32.46768], [17.60911, -41.29180, 32.76639]],
  "mulliken_charge": [0.7594, -1.0620, -0.0752, 2.4545, -0.6206, -0.0013, 0.1292, -0.8119, -1.0166, 0.6265, -0.6210, -0.4512, -0.2789, 0.2494, 0.1958, 0.1741, 0.2222, 0.4856, -0.6802, -0.1934, -0.3084, 0.0924, 0.1948, 0.1799, 0.2809, 0.5115, -0.6600, -0.3774, -0.2804, 0.2535, 0.1828, 0.4048, 0.1507, 0.5700, -0.6189, -0.0745, -0.3714, -0.0439, 0.1931, 0.2470, 0.1636, 0.5821, -0.5280, -0.4894, -0.3445, 0.2240, 0.1875, 0.2081, 0.2246, 0.5555, -0.6510, -0.3852, -0.0324, 0.2365, 0.1614, -0.0548, 0.1436, 0.7047, -0.7015, -0.3556, -0.4495, 0.1974, 0.2233, 0.0219, 0.2613, 0.4742, -0.7037, -0.3232, -0.1967, 0.2043, 0.1870, 0.1231, 0.1204]
}

=====

The evaluated F_max for the records listed, in turn: 0.01897, 0.05177, 0.08559, 0.04724 Eh/bohr.